# 1
{
  "formula": "C6H11FO",
  "method": "ωB97M-V/def2-TZVPD",
  "elements": ["C", "C", "C", "C", "C", "C", "O", "F", "H", "H", "H", "H", "H", "H", "H", "H", "H", "H", "H"],
  "coordinates": [[1.0228, 0.9982, -1.2838], [0.7178, 0.2368, -0.2296], [-1.4571, -1.1501, 1.1806], [-2.0736, -0.3297, -1.2029], [2.6739, 0.3455, 1.0227], [-1.4678, -0.0606, 0.1028], [1.3769, -0.1887, 0.7600], [-1.7878, 1.2042, 0.5654], [2.0602, 1.0163, -1.7057], [0.3450, 1.6044, -1.8582], [-2.2622, -1.0449, 1.8125], [-0.4315, -0.9492, 1.7666], [-1.2595, -2.0456, 0.6888], [-3.0953, -0.3670, -1.1999], [-1.5862, -1.2213, -1.5014], [-1.7927, 0.4042, -1.9115], [3.1540, 0.3752, 0.0085], [3.0896, -0.2915, 1.7087], [2.7733, 1.4637, 1.2764]],
  "atomic_forces_ev_per_a": [[1.74, -0.48, -0.31], [-5.60, 1.81, -2.38], [4.54, 3.43, -0.36], [2.50, 0.23, 0.26], [0.06, 2.91, -3.58], [3.82, 0.91, 1.00], [1.09, -1.14, 2.56], [-0.29, -0.69, 0.21], [-0.69, 0.34, 0.79], [-0.61, -0.53, -0.08], [-1.91, -0.32, 1.41], [-2.44, -0.43, -0.75], [-0.37, -1.84, -0.59], [-2.78, -0.47, 0.24], [-0.07, -1.20, -0.69], [0.40, 0.98, -0.71], [0.38, -0.63, 1.17], [1.31, -1.28, 1.55], [-1.07, -1.59, 0.26]],
  "lowdin_charge": [-0.005, -0.256, -0.017, -0.040, -0.035, -0.351, -0.114, -0.003, 0.059, 0.040, 0.050, 0.121, 0.058, 0.063, 0.085, 0.069, 0.089, 0.059, 0.129],
  "gap_ev": 8.802,
  "spin_multiplicity": 1,
  "homo_ev": -7.862,
  "largest_force_ev_per_a": 6.3
}

=====

# 2
{
  "formula": "C3H7O2S",
  "method": "ωB97M-V/def2-TZVPD",
  "elements": ["C", "C", "S", "H", "H", "H", "H", "H", "H", "O", "C", "O", "H"],
  "coordinates": [[1.2536, -1.2159, -1.0143], [0.7633, -0.4949, 0.2162], [0.1186, -1.8082, 1.4160], [0.4325, -1.7103, -1.5480], [1.9347, -2.0562, -0.8756], [1.6014, -0.4493, -1.7104], [1.5619, -0.0928, 0.8250], [-0.1104, 0.1106, 0.0109], [-0.3827, -0.9636, 2.3312], [-1.0296, 2.2533, -0.8638], [-1.8316, 2.1222, 0.0935], [-1.6070, 1.4970, 1.1481], [-2.7046, 2.8081, -0.0288]],
  "atomic_forces_ev_per_a": [[-0.71, -0.10, -0.82], [-0.55, -2.09, 1.14], [0.10, 0.15, -0.32], [-0.28, 0.29, 0.20], [0.58, 0.46, 0.32], [0.48, -0.26, -0.03], [0.00, 0.83, -0.45], [0.40, 0.73, 0.12], [-0.03, 0.06, -0.18], [-0.22, -0.32, -0.48], [1.82, 0.90, -0.18], [-0.96, -0.22, 0.24], [-0.63, -0.43, 0.45]],
  "lowdin_charge": [-0.215, -0.542, 0.582, 0.063, 0.053, 0.070, 0.052, 0.021, -0.173, -0.161, -0.680, -0.147, 0.080],
  "gap_ev": 7.623,
  "total_charge": -1,
  "spin_multiplicity": 1,
  "homo_ev": -4.158,
  "largest_force_ev_per_a": 2.4
}

=====

# 3
{
  "formula": "C25H29BiBr3N5O3S",
  "method": "ωB97M-V/def2-TZVPD",
  "elements": ["Bi", "C", "C", "N", "C", "C", "S", "C", "C", "N", "H", "H", "H", "H", "H", "H", "H", "H", "H", "H", "H", "H", "H", "H", "Br", "C", "C", "C", "N", "C", "C", "C", "C", "C", "Br", "C", "C", "N", "H", "H", "H", "H", "H", "H", "Br", "C", "C", "C", "C", "C", "C", "C", "O", "O", "H", "H", "H", "H", "C", "C", "N", "O", "H", "H", "H", "H", "H"],
  "coordinates": [[0.1797, 0.1941, 0.0600], [-0.8066, 2.3577, -2.2552], [-2.1460, 1.6623, -2.0589], [-2.0116, 0.1984, -1.9745], [-2.0867, -0.5289, -3.2401], [-0.7838, -0.8149, -3.9101], [1.9827, -0.0254, -1.7058], [2.2331, 1.7284, -2.1760], [1.4531, 2.7365, -1.3473], [0.0694, 2.2866, -1.0660], [-0.9686, 3.4053, -2.5186], [-0.2613, 1.8978, -3.0802], [-2.8159, 1.9498, -2.8754], [-2.5949, 2.0022, -1.1260], [-2.7337, -0.1679, -1.3685], [-2.6322, 0.0589, -4.0020], [-2.6675, -1.4461, -3.1323], [0.0149, -0.0859, -3.8188], [-0.8807, -1.2672, -4.8958], [1.9875, 1.8144, -3.2350], [3.2946, 1.9468, -2.0772], [1.4240, 3.6938, -1.8749], [1.9404, 2.8820, -0.3870], [-0.3451, 2.8560, -0.3289], [1.0535, -6.5503, 3.5643], [0.8996, -4.9384, 2.6327], [0.6608, -3.7516, 3.2981], [0.5548, -2.5864, 2.5512], [0.6709, -2.5432, 1.2235], [0.8996, -3.7044, 0.5985], [1.0176, -4.9202, 1.2500], [0.9972, -3.6572, -0.8777], [1.7690, -4.5403, -1.6217], [1.8004, -4.4478, -3.0153], [2.8371, -5.6261, -4.0150], [1.0698, -3.4521, -3.6746], [0.4012, -2.6810, -2.7665], [0.3000, -2.6920, -1.5153], [0.5566, -3.7234, 4.3728], [0.3753, -1.6412, 3.0440], [1.1742, -5.8406, 0.7065], [2.3671, -5.2901, -1.1254], [1.0665, -3.3125, -4.7432], [-0.2373, -1.7305, -3.3125], [5.5220, 4.3810, 3.2516], [4.0319, 3.4038, 3.8661], [3.6974, 3.4302, 5.2128], [2.6003, 2.7065, 5.6616], [1.8414, 1.9652, 4.7716], [2.1837, 1.9521, 3.4229], [3.2844, 2.6695, 2.9638], [1.3452, 1.1764, 2.4788], [0.4012, 0.4753, 2.8416], [1.6569, 1.2675, 1.2057], [4.2928, 4.0097, 5.9044], [2.3446, 2.7245, 6.7119], [0.9892, 1.3913, 5.1082], [3.5571, 2.6445, 1.9188], [-1.6218, 3.8400, 2.7407], [-1.9536, 2.4565, 2.2675], [-2.6488, 1.6793, 3.0904], [-1.5765, 2.0614, 1.1472], [-2.1959, 4.1391, 3.6142], [-1.7918, 4.5504, 1.9342], [-0.5601, 3.8628, 2.9973], [-2.9179, 1.9947, 4.0062], [-2.7948, 0.7113, 2.8537]],
  "atomic_forces_ev_per_a": [[-0.06, -0.19, -0.02], [0.08, -0.14, -0.08], [0.07, -0.01, 0.03], [0.11, -0.24, 0.04], [-0.05, 0.35, -0.05], [0.00, -0.13, -0.11], [-0.06, 0.01, -0.04], [0.01, -0.03, -0.09], [-0.03, 0.05, 0.10], [-0.05, -0.07, -0.03], [-0.02, 0.01, -0.01], [-0.03, 0.06, -0.04], [0.00, 0.04, -0.01], [-0.01, 0.05, 0.00], [-0.02, 0.07, 0.04], [-0.02, -0.03, 0.04], [0.05, -0.02, 0.09], [0.00, 0.01, -0.02], [0.05, 0.03, 0.00], [0.01, -0.01, 0.00], [0.00, 0.01, 0.01], [0.02, 0.01, 0.01], [-0.01, 0.02, -0.02], [0.01, 0.01, 0.08], [0.00, -0.03, 0.02], [0.00, 0.01, 0.02], [0.00, 0.01, -0.02], [0.01, 0.02, 0.04], [-0.01, 0.01, 0.01], [-0.01, -0.03, -0.05], [0.03, 0.02, 0.00], [0.08, -0.06, 0.04], [-0.03, 0.01, -0.16], [-0.02, 0.05, 0.14], [0.01, -0.03, -0.02], [0.03, -0.01, 0.15], [0.09, -0.07, -0.17], [-0.11, 0.09, -0.10], [0.01, 0.01, 0.01], [0.01, 0.01, 0.02], [-0.01, 0.00, -0.01], [0.01, 0.00, -0.01], [0.00, -0.02, -0.01], [-0.09, -0.01, 0.14], [0.02, 0.01, -0.01], [0.01, 0.00, 0.01], [-0.02, -0.02, -0.01], [0.01, 0.00, -0.01], [0.01, 0.01, 0.04], [-0.06, 0.02, -0.04], [-0.01, 0.00, -0.02], [0.12, -0.08, 0.05], [-0.12, 0.05, -0.04], [-0.04, 0.15, 0.08], [0.00, 0.00, 0.00], [0.00, 0.00, 0.01], [-0.01, 0.00, 0.00], [0.00, 0.00, 0.00], [0.01, 0.01, 0.03], [0.16, 0.13, -0.14], [-0.02, -0.15, 0.03], [-0.05, -0.05, 0.06], [0.00, 0.01, 0.01], [0.00, -0.01, 0.00], [0.00, 0.00, -0.01], [-0.01, 0.00, -0.01], [-0.03, 0.03, 0.01]],
  "lowdin_charge": [1.692, -0.171, -0.191, -0.110, -0.209, 0.061, 0.488, -0.534, -0.258, -0.211, 0.143, 0.102, 0.129, 0.113, 0.116, 0.148, 0.145, 0.075, 0.130, 0.061, 0.081, 0.137, 0.105, 0.099, 0.858, -0.671, -0.064, -0.098, 0.058, -0.223, -0.044, -0.161, -0.013, -0.643, 0.908, -0.030, -0.157, 0.144, 0.118, 0.091, 0.116, 0.125, 0.132, 0.041, 0.789, -0.675, -0.095, -0.047, -0.014, -0.145, -0.064, -0.581, -0.058, -0.281, 0.112, 0.116, 0.119, 0.107, 0.028, -0.553, 0.214, -0.138, 0.091, 0.096, 0.095, 0.126, 0.127],
  "gap_ev": 5.393,
  "total_charge": 2,
  "spin_multiplicity": 1,
  "homo_ev": -13.019,
  "largest_force_ev_per_a": 0.4
}

=====

# 4
{
  "formula": "C2H3I3O",
  "method": "ωB97M-V/def2-TZVPD",
  "elements": ["C", "C", "O", "I", "I", "I", "H", "H", "H"],
  "coordinates": [[-1.5306, 0.5545, 1.0131], [1.1705, 0.1384, -0.7004], [-1.1889, -0.5004, 1.3398], [-2.9453, 0.7871, -0.6068], [1.5467, -1.9942, -0.7656], [2.8180, 1.2484, -0.0590], [-1.2331, 1.5972, 1.3109], [1.0110, 0.5903, -1.7574], [0.3517, -2.4213, 0.2253]],
  "atomic_forces_ev_per_a": [[-0.42, 2.13, -1.22], [-1.26, 1.27, -1.21], [0.61, -1.35, 1.14], [-0.21, 0.06, -0.15], [0.43, 0.17, -0.65], [0.74, 0.17, 0.36], [0.08, -1.02, 0.26], [0.29, -1.64, 1.27], [-0.26, 0.20, 0.21]],
  "lowdin_charge": [-0.753, -1.245, -0.058, 0.674, 1.034, 0.557, 0.072, -0.084, -0.197],
  "gap_ev": 7.435,
  "spin_multiplicity": 1,
  "homo_ev": -7.621,
  "largest_force_ev_per_a": 2.5
}

=====

# 5
{
  "formula": "C2H9FN3P",
  "method": "ωB97M-V/def2-TZVPD",
  "elements": ["C", "C", "N", "N", "N", "F", "P", "H", "H", "H", "H", "H", "H", "H", "H", "H"],
  "coordinates": [[1.3058, -1.0555, -0.0740], [1.1404, 1.2375, 0.1816], [-1.9520, -1.5247, 0.5594], [-1.6197, 0.5732, -1.0197], [0.5636, -0.0005, 0.4270], [-1.5988, 1.0952, 1.5257], [-1.1405, -0.2326, 0.3753], [0.8792, -1.9763, 0.0417], [1.4030, -1.0060, -1.1168], [2.3103, -1.1811, 0.3823], [0.4977, 2.0907, 0.5633], [2.0610, 1.3013, 0.8304], [1.2889, 1.4559, -0.8922], [-2.1338, -1.9772, 1.4092], [-2.2067, 0.1457, -1.6372], [-0.7985, 1.0544, -1.5560]],
  "atomic_forces_ev_per_a": [[2.64, -0.74, 0.12], [0.24, 3.50, 1.31], [1.26, 1.43, -1.43], [4.54, 1.99, 0.83], [-3.85, -1.03, 1.55], [1.29, -2.84, -2.10], [-1.21, 3.55, 1.32], [-1.60, -2.39, 0.83], [0.66, 0.42, -1.93], [-0.39, 0.55, -0.17], [0.52, -1.10, -0.35], [-0.43, 0.13, -1.22], [0.54, -0.21, 0.24], [0.00, -0.55, 1.23], [-2.03, -1.51, -1.67], [-2.16, -1.20, 1.44]],
  "lowdin_charge": [-0.173, -0.177, -0.143, -0.059, -0.377, -0.315, 0.652, 0.045, 0.071, 0.111, 0.101, 0.111, 0.084, -0.031, 0.000, 0.098],
  "gap_ev": 10.402,
  "spin_multiplicity": 1,
  "homo_ev": -9.621,
  "largest_force_ev_per_a": 5.0
}

=====

# 6
{
  "formula": "C6H12O2",
  "method": "ωB97M-V/def2-TZVPD",
  "elements": ["C", "C", "C", "C", "C", "C", "H", "H", "H", "H", "H", "H", "H", "H", "H", "H", "H", "H", "O", "O"],
  "coordinates": [[2.5234, -0.4756, -0.1240], [1.0919, -0.1383, 0.4261], [0.6294, 1.2721, 0.3737], [-1.3442, 0.7767, -0.6973], [-1.0873, -0.5971, -0.5261], [-1.6290, -1.2771, 0.7371], [2.5439, -1.6239, -0.2937], [3.4019, -0.1167, 0.4737], [2.7047, -0.0338, -1.1458], [1.1325, -0.6524, 1.4161], [1.1246, 1.9646, 1.0965], [0.9707, 1.4876, -0.7482], [-0.9664, 1.3684, -1.5955], [-2.4207, 0.9657, -0.5221], [-1.3967, -1.3761, -1.2486], [-1.1599, -2.3102, 0.7230], [-2.7732, -1.2304, 0.5035], [-1.4278, -0.6119, 1.6681], [-0.7279, 1.3767, 0.3906], [0.3730, -0.7761, -0.5735]],
  "atomic_forces_ev_per_a": [[0.87, -0.10, -0.65], [2.74, -1.56, -0.01], [2.86, 1.17, -2.31], [-1.79, 3.56, -0.60], [2.37, -5.55, -0.30], [-1.24, 1.59, 0.29], [0.12, 1.97, 0.60], [-0.90, -0.54, -0.08], [-0.55, -0.31, 0.90], [-0.99, 0.37, -0.31], [-0.63, -0.47, -0.53], [-0.29, 0.49, 1.99], [-0.57, -1.44, 0.43], [0.31, 0.14, -0.53], [-0.08, 1.22, -0.64], [-0.97, 1.25, 0.53], [1.81, -0.74, 1.00], [-0.29, -1.61, -1.39], [-0.83, 1.70, 2.07], [-1.98, -1.15, -0.45]],
  "lowdin_charge": [-0.047, -0.426, -0.197, -0.197, -0.380, -0.038, 0.110, 0.079, 0.083, 0.152, 0.149, 0.164, 0.163, 0.147, 0.156, 0.107, 0.114, 0.110, -0.122, -0.127],
  "gap_ev": 10.496,
  "spin_multiplicity": 1,
  "homo_ev": -9.464,
  "largest_force_ev_per_a": 6.0
}